1.
DFT (ωB97M-V/def2-TZVPD) results for the molecule C4H6N2S3 at a distorted geometry.

```
15
Properties=species:S:1:pos:R:3:forces:R:3:lowdin_charge:R:1
C 1.878 2.637 -0.117 -1.7 0.1 -0.1 -0.467
C 0.743 0.629 -0.107 0.2 1.2 0.0 -0.694
C -0.469 -1.238 1.036 -0.2 2.0 0.3 -0.137
C 0.306 -0.722 -0.125 -2.5 -2.7 -2.6 -0.465
N 1.065 2.576 0.908 0.8 -0.4 -1.1 -0.020
N 0.422 1.396 0.896 0.3 -0.5 0.5 0.006
S 1.766 1.394 -1.303 0.0 -0.4 1.5 1.055
S -1.126 -0.724 -1.745 1.3 0.5 0.6 0.293
S -2.393 -2.294 -1.615 -1.5 1.3 1.6 0.221
H 2.206 3.569 -0.407 1.4 1.8 -0.3 0.038
H -1.243 -1.900 0.758 -1.0 -0.6 -0.6 0.004
H 0.194 -1.829 1.581 1.1 -0.8 1.6 0.066
H -0.874 -0.381 1.607 0.2 -0.8 -0.1 0.093
H 0.987 -1.488 -0.526 0.0 0.7 0.1 0.106
H -3.462 -1.626 -0.839 1.7 -1.2 -1.3 -0.099
```
Positions in Å, forces in eV/Å.

As for the largest force on an atom: 4.55 eV Å⁻¹. The calculation puts the LUMO energy at -0.39 eV. The value obtained for the orbital gap is 0.313 Ha. Its SMILES is C[C@@H](SS)c1nncs1.

=====

2.
DFT (ωB97M-V/def2-TZVPD) results for a structure of composition C4H6N3 at a distorted geometry.

```
13
Properties=species:S:1:pos:R:3:forces:R:3:lowdin_charge:R:1
C 1.028 -0.799 0.038 0.4 -0.6 0.0 -0.152
C -0.521 0.841 0.023 -1.5 0.3 1.4 -0.194
C 0.884 0.776 -0.054 1.1 1.0 -0.6 -0.035
C -1.571 -0.690 -0.103 -0.2 -4.0 1.0 -0.168
N 0.101 -1.592 0.078 -1.4 -1.6 -0.8 0.176
N -1.201 0.069 0.999 1.0 1.9 1.8 0.156
N -1.260 0.273 -0.969 -0.8 1.0 -2.9 0.170
H 2.041 -1.208 0.118 0.0 0.4 -0.1 0.159
H 1.422 1.237 0.746 0.4 0.1 0.6 0.129
H 1.305 1.092 -1.014 -0.1 0.1 0.2 0.146
H -2.375 -1.448 -0.147 0.6 0.5 -0.1 0.174
H -0.848 -0.335 1.928 -0.4 1.0 -2.1 0.214
H -1.601 0.430 -1.950 1.1 0.0 1.5 0.225
```
Positions in Å, forces in eV/Å.

As for the largest force on an atom: 4.13 eV Å⁻¹. The calculation puts the LUMO energy (spin up / spin down) at -5.42 / -5.42 eV. The value obtained for the orbital gap (spin up / spin down) is 0.333 / 0.333 Ha. The charge is +1.

=====

3.
DFT (ωB97M-V/def2-TZVPD) results for the ion C4H6N3 with charge +1 at a distorted geometry.

```
13
Properties=species:S:1:pos:R:3:forces:R:3:mulliken_spin:R:1
C -0.140 0.788 -0.352 1.6 1.4 -2.9 0.076
C 0.739 -0.335 0.185 2.5 -1.9 -0.7 0.287
C -1.357 1.572 -0.297 -2.5 -0.7 -1.3 0.046
C 0.155 -1.693 0.354 0.6 -2.1 -0.3 0.023
N 0.787 0.394 -1.099 -3.4 1.4 -1.3 0.498
N 3.054 0.255 0.492 4.8 1.3 -2.3 0.744
N 1.981 -0.035 0.677 -4.7 -1.9 6.1 0.266
H -1.591 1.929 0.685 -0.3 -0.3 0.7 -0.002
H -2.170 0.815 -0.735 1.3 1.6 1.2 -0.004
H -1.452 2.488 -0.955 1.0 -1.2 0.3 0.020
H -0.152 -2.012 -0.702 0.3 0.3 1.4 0.008
H -0.764 -1.642 0.966 0.4 -0.2 -0.1 0.029
H 0.911 -2.524 0.781 -1.7 2.3 -0.8 0.010
```
Positions in Å, forces in eV/Å.

Its expectation value of S² is 2.009. The spin multiplicity is 3. As for the largest force on an atom: 7.90 eV Å⁻¹. The calculation puts the LUMO energy (spin up / spin down) at -5.01 / -9.29 eV. The value obtained for the orbital gap (spin up / spin down) is 0.251 / 0.308 Ha. The charge is +1.

=====

4.
DFT (ωB97M-V/def2-TZVPD) results for the ion C4H6N3O2 with charge -1 at a distorted geometry.

```
15
Properties=species:S:1:pos:R:3:forces:R:3:lowdin_charge:R:1
C 0.806 -0.252 1.811 -1.4 0.5 -0.3 -0.096
C 1.353 -1.278 1.052 -1.9 1.9 1.6 -0.546
C 0.432 -1.434 -0.092 -1.7 1.2 -0.3 -0.343
C -0.260 1.259 -1.712 -2.0 0.6 1.5 -0.117
N -0.364 0.383 1.229 -1.8 -0.1 0.9 -0.096
N -0.746 -0.444 0.116 1.7 -0.9 -0.5 -0.147
N -1.209 0.234 -1.043 0.0 1.9 -0.4 -0.110
O 2.299 -2.006 1.320 2.1 -1.7 -0.1 -0.090
O 0.481 -2.235 -0.986 -0.3 0.2 -0.4 0.056
H 0.854 0.040 2.858 0.9 -0.4 -0.2 0.079
H 0.416 0.809 -2.425 0.4 -0.3 0.4 0.044
H -1.006 1.837 -2.336 0.9 -0.2 0.6 0.061
H 0.195 1.953 -0.909 -0.3 -1.1 -1.4 0.079
H -1.198 0.276 1.933 1.9 0.2 -1.5 0.123
H -2.053 0.856 -0.816 1.6 -1.7 0.2 0.105
```
Positions in Å, forces in eV/Å.

As for the largest force on an atom: 3.15 eV Å⁻¹. The calculation puts the LUMO energy at 3.97 eV. The value obtained for the orbital gap is 0.233 Ha. The charge is -1. Its SMILES is CNn1[nH]cc([O-])c1=O.

=====

5.
DFT (ωB97M-V/def2-TZVPD) results for the molecule C4H6N4 at a distorted geometry.

```
14
Properties=species:S:1:pos:R:3:forces:R:3:lowdin_charge:R:1
C 2.361 -0.979 0.157 1.5 -1.4 -0.8 0.041
C 1.256 -0.216 0.041 0.5 -3.8 0.4 -0.385
C -1.210 -0.372 0.128 -1.6 -5.9 -3.4 -0.531
C 1.168 1.180 -0.110 -1.9 4.6 -1.4 -0.124
H 3.488 -0.658 0.145 -2.6 -0.4 0.1 0.099
H 2.124 -2.129 0.010 1.1 2.4 0.7 0.092
H 0.271 -2.060 -0.341 -1.7 3.5 0.8 0.192
H -3.152 -0.528 -0.006 -1.4 1.3 0.4 -0.017
H -2.121 1.321 -0.012 3.7 -0.8 1.9 0.211
H 2.083 1.937 -0.321 -2.2 -2.3 0.3 0.167
N 0.044 -0.986 -0.140 0.7 -0.5 0.3 0.079
N -2.335 -1.037 -0.167 4.7 -0.1 1.0 0.084
N -1.120 0.916 0.434 -2.3 5.2 -2.6 0.016
N -0.038 1.741 -0.236 1.7 -1.7 2.4 0.075
```
Positions in Å, forces in eV/Å.

As for the largest force on an atom: 6.95 eV Å⁻¹. The calculation puts the LUMO energy at -0.25 eV. The value obtained for the orbital gap is 0.312 Ha. Its SMILES is [H]/N=C1\NN=CC(=C)N1.

=====

6.
DFT (ωB97M-V/def2-TZVPD) results for the molecule C4H6N4 at a distorted geometry.

```
14
Properties=species:S:1:pos:R:3:forces:R:3:lowdin_charge:R:1
C 0.227 -1.697 0.214 3.0 -3.0 0.7 -0.088
C -0.335 -0.536 -0.457 -1.2 -0.5 3.4 -0.390
C -0.232 1.609 -0.627 -0.1 3.2 1.4 -0.150
C 0.387 0.593 0.242 0.7 -1.2 1.9 -0.256
H 2.225 0.317 1.054 1.5 0.2 1.1 0.095
H 0.086 -2.818 0.198 -0.7 1.6 -0.2 0.124
H 0.008 -0.491 -1.434 0.9 -0.1 -2.4 0.136
H -2.357 -0.354 0.266 1.2 0.7 -1.0 0.151
H 0.034 2.707 -0.587 -0.3 -1.3 -0.6 0.130
H -0.042 0.951 1.352 1.0 -1.4 -2.3 0.207
N 1.683 -0.111 0.364 -0.6 2.3 -1.3 -0.033
N 1.467 -1.431 0.578 -2.4 -0.5 0.1 0.029
N -1.662 -0.083 -0.472 -2.1 1.2 -0.3 -0.004
N -1.489 1.346 -0.690 -0.8 -1.2 -0.6 0.050
```
Positions in Å, forces in eV/Å.

As for the largest force on an atom: 4.28 eV Å⁻¹. The calculation puts the LUMO energy at 0.86 eV. The value obtained for the orbital gap is 0.365 Ha. Its SMILES is C1=NN[C@H]2C=NN[C@H]12.

=====

7.
DFT (ωB97M-V/def2-TZVPD) results for the molecule C4H6N4 at a distorted geometry.

```
14
Properties=species:S:1:pos:R:3:forces:R:3:lowdin_charge:R:1
C -0.370 0.884 -0.858 -0.2 -1.6 4.2 -0.377
C 0.162 1.288 0.529 0.3 -1.9 -1.0 -0.153
C 1.068 -0.736 1.352 1.6 -0.7 0.0 -0.247
C -0.575 -1.601 -0.112 -1.2 0.7 0.3 -0.253
H -1.114 1.511 -2.449 0.7 0.3 -0.1 0.069
H 0.358 2.360 0.483 0.5 -0.3 0.1 0.105
H -0.553 1.094 1.335 -0.5 0.3 -0.5 0.119
H 1.870 -1.165 2.108 -1.7 0.5 -1.9 0.135
H -1.170 -2.465 -0.407 0.1 0.0 -0.2 0.125
H -1.261 -0.777 -1.779 0.1 0.3 0.6 0.136
N -0.508 1.815 -1.664 -1.6 -0.1 -2.2 0.147
N 1.306 0.433 0.906 -0.2 0.8 1.6 0.030
N 0.072 -1.668 0.955 1.8 -0.4 2.3 0.059
N -0.846 -0.517 -0.876 0.1 2.1 -3.2 0.105
```
Positions in Å, forces in eV/Å.

As for the largest force on an atom: 4.50 eV Å⁻¹. The calculation puts the LUMO energy at 0.43 eV. The value obtained for the orbital gap is 0.346 Ha. Its SMILES is [H]/N=C1/CN=CN=CN1.

=====

8.
DFT (ωB97M-V/def2-TZVPD) results for the molecule C4H6N4 at a distorted geometry.

```
14
Properties=species:S:1:pos:R:3:forces:R:3:lowdin_charge:R:1
C 2.420 -0.054 -0.010 -1.9 4.2 1.7 -0.007
C 0.137 -1.260 -0.048 -2.1 4.0 -0.7 -0.049
C -1.994 -0.187 -0.164 5.9 4.0 2.0 -0.581
C -1.186 1.060 0.079 3.8 1.0 -1.8 -0.027
H 2.265 0.677 0.950 1.7 -1.9 -2.0 0.130
H 3.097 0.411 -0.771 -1.2 0.1 0.4 0.074
H 2.899 -1.003 0.179 -1.0 -0.6 0.4 0.056
H 0.620 -2.184 0.144 0.9 -0.6 0.1 0.104
H -3.433 0.801 -0.136 -0.6 -2.3 -0.1 0.091
H -1.549 2.148 0.173 0.3 -2.0 0.3 0.121
N 0.887 -0.003 -0.349 0.2 -6.2 0.5 -0.175
N -1.145 -1.176 0.101 3.1 -5.1 -0.4 0.109
N -3.195 -0.259 -0.110 -5.8 2.2 -0.7 0.149
N 0.178 1.029 -0.037 -3.2 3.2 0.4 0.004
```
Positions in Å, forces in eV/Å.

As for the largest force on an atom: 7.41 eV Å⁻¹. The calculation puts the LUMO energy at 0.44 eV. The value obtained for the orbital gap is 0.343 Ha. Its SMILES is [H]/N=c1\cnn(C)cn1.

=====

9.
DFT (ωB97M-V/def2-TZVPD) results for the molecule C4H6N4 at a distorted geometry.

```
14
Properties=species:S:1:pos:R:3:forces:R:3:lowdin_charge:R:1
C 0.393 0.605 -1.759 0.3 0.3 -0.5 0.008
N -0.041 -0.069 -0.567 0.1 1.5 0.4 -0.253
C -0.745 0.451 0.655 -0.6 0.9 -0.7 -0.291
C 0.007 -0.494 1.490 0.6 -1.2 1.1 -0.280
C 0.649 -1.052 0.231 0.3 -0.2 0.5 -0.223
N -0.503 -1.394 -0.500 -0.7 -1.8 -0.8 0.110
N -1.623 1.306 0.815 -0.2 0.6 0.3 0.207
N -0.070 -0.766 2.716 -0.1 0.5 -0.1 0.167
H -1.851 1.922 0.037 0.1 -0.3 -0.1 0.066
H 0.623 -1.430 3.055 0.0 0.0 -0.3 0.056
H 1.653 -1.376 0.027 0.4 0.0 -0.1 0.139
H 0.924 -0.112 -2.385 -0.1 0.0 0.1 0.100
H -0.474 0.972 -2.308 0.0 0.0 0.1 0.095
H 1.058 1.437 -1.508 -0.1 -0.1 0.0 0.100
```
Positions in Å, forces in eV/Å.

As for the largest force on an atom: 2.09 eV Å⁻¹. The calculation puts the LUMO energy (spin up / spin down) at 0.60 / 0.60 eV. The value obtained for the orbital gap (spin up / spin down) is 0.322 / 0.322 Ha.

=====

10.
DFT (ωB97M-V/def2-TZVPD) results for the molecule C4H6N4 at a distorted geometry.

```
14
Properties=species:S:1:pos:R:3:forces:R:3:lowdin_charge:R:1
C 1.364 -0.450 2.545 3.5 -1.4 5.1 -0.199
C -0.313 0.491 -0.238 -3.0 -5.9 -5.1 -0.420
C -0.583 -0.726 -1.028 -0.4 3.1 -1.7 0.046
C -1.045 1.220 -2.193 0.3 -4.5 4.9 -0.136
H 2.303 -1.358 2.557 -3.1 2.5 -0.1 0.140
H 1.962 0.531 2.917 -2.0 -1.9 -1.0 0.109
H 0.498 -0.796 3.255 2.1 0.5 -0.2 0.106
H -0.277 -1.744 -0.930 -0.3 -0.3 0.0 0.079
H -1.504 -0.417 -3.133 -0.2 -2.2 -0.9 0.110
H -1.377 1.847 -2.927 -0.8 1.5 -1.6 0.086
N 0.666 -0.470 1.394 -0.4 -0.7 -3.4 -0.111
N 0.153 0.571 0.990 2.0 1.5 3.2 0.068
N -1.107 -0.177 -2.269 1.9 1.9 2.2 0.049
N -0.739 1.478 -0.940 0.3 5.9 -1.5 0.073
```
Positions in Å, forces in eV/Å.

As for the largest force on an atom: 8.39 eV Å⁻¹. The calculation puts the LUMO energy at 0.22 eV. The value obtained for the orbital gap is 0.317 Ha. Its SMILES is C/N=N/c1c[nH]cn1.

=====

11.
DFT (ωB97M-V/def2-TZVPD) results for the molecule C4H6N4 at a distorted geometry.

```
14
Properties=species:S:1:pos:R:3:forces:R:3:lowdin_charge:R:1
C -0.777 -0.146 -1.451 -1.3 -0.7 0.1 -0.116
C -0.386 -1.377 -1.072 -0.2 0.8 -1.4 -0.102
C 0.020 -1.684 0.269 1.5 -2.6 1.7 -0.206
C 0.682 1.437 0.530 0.6 -1.7 0.2 -0.243
H -1.539 0.437 0.404 0.0 -0.7 -0.1 0.110
H -1.014 0.100 -2.506 0.4 0.0 0.8 0.113
H -0.273 -2.228 -1.782 -0.2 0.9 0.4 0.110
H -0.013 -2.831 0.527 -0.2 2.3 -0.3 0.134
H 1.718 0.485 1.934 -0.9 -0.8 -1.5 0.150
H 1.469 2.078 0.733 1.0 2.2 0.3 0.095
N -1.234 0.821 -0.482 -0.1 -1.1 -0.7 -0.057
N 0.722 -1.063 1.156 -0.9 0.1 -0.1 0.020
N 1.120 0.260 1.095 0.8 -0.9 1.7 -0.011
N -0.262 1.780 -0.193 -0.5 2.2 -1.2 0.002
```
Positions in Å, forces in eV/Å.

As for the largest force on an atom: 3.46 eV Å⁻¹. The calculation puts the LUMO energy at 0.23 eV. The value obtained for the orbital gap is 0.324 Ha. Its SMILES is c1cn[nH]cn[nH]c1.

=====

12.
DFT (ωB97M-V/def2-TZVPD) results for the molecule C4H6N4O at a distorted geometry.

```
15
Properties=species:S:1:pos:R:3:forces:R:3:lowdin_charge:R:1
C 1.322 -0.529 -0.996 -0.8 -1.1 2.7 -0.478
C -0.530 -1.027 0.826 -2.8 -1.5 2.3 -0.258
C -1.562 1.259 0.951 1.2 -3.2 -2.7 -0.147
C -0.457 1.461 -0.004 -0.7 -1.0 0.2 -0.111
H 2.755 -0.602 -1.922 1.3 -0.8 -0.5 0.066
H 0.867 -2.209 -0.227 -1.2 3.2 1.8 0.206
H -0.776 -2.086 1.212 0.5 1.6 -0.5 0.142
H -1.594 1.909 1.739 -0.1 1.4 2.1 0.081
H -2.432 1.241 0.367 -1.8 0.2 -0.3 0.097
H 0.450 1.735 0.423 1.9 1.0 0.5 0.120
N 2.374 -1.225 -1.203 -0.4 3.0 -2.1 0.142
N 0.560 -1.146 0.032 1.2 -3.6 -2.2 0.067
N -1.379 -0.195 1.344 0.9 0.4 -0.3 0.052
N -0.432 0.772 -1.072 -3.5 1.6 0.8 0.031
O 0.834 0.643 -1.472 4.3 -1.2 -1.7 -0.011
```
Positions in Å, forces in eV/Å.

As for the largest force on an atom: 4.77 eV Å⁻¹. The calculation puts the LUMO energy at 0.61 eV. The value obtained for the orbital gap is 0.366 Ha. Its SMILES is [H]/N=C1/N/C=N\C/C=N/O1.